Entry 1:
DFT (the ωB97M-V functional and the def2-TZVPD basis) results for C20H11MnN5O4S2 as an isolated structure.

For the total energy, the calculation gives -89549.81553 eV. As for the HOMO-LUMO gap (alpha / beta): 4.8 / 5.5 eV. The expectation value of S² is 3.944.

ORCA input file:
```
! RIJCOSX wB97M-V def2-TZVPD def2/J DEFGRID3
* xyz 0 4
Mn 0.4073 0.0796 -0.2060
N -1.6238 0.0339 0.4380
C -2.2803 -1.1101 -0.1801
C -3.5837 -1.4362 0.0484
C -4.1604 -2.5530 -0.5926
C -3.4175 -3.3117 -1.4497
C -2.0641 -2.9905 -1.7011
C -1.2388 -3.7364 -2.5745
C 0.0563 -3.3607 -2.7607
C 0.5525 -2.2416 -2.0731
N -0.1840 -1.5272 -1.2515
C -1.4962 -1.8801 -1.0569
H -1.7435 0.0149 1.4478
H -2.0429 0.9001 0.1063
H -4.1775 -0.8306 0.7234
H -5.1955 -2.7991 -0.4000
H -3.8502 -4.1702 -1.9485
H -1.6501 -4.5997 -3.0833
H 0.7188 -3.9018 -3.4200
H 1.5777 -1.9243 -2.2012
S 2.5959 0.0659 -0.8144
C 3.3358 -1.0447 0.3132
C 4.7246 -1.3354 0.0979
N 5.8309 -1.5857 -0.0892
C 2.6480 -1.6086 1.3150
S 0.9550 -1.2748 1.5737
C 3.2590 -2.5258 2.2351
N 3.7191 -3.2571 2.9932
O 0.3558 6.7250 1.4293
C 0.7860 5.8901 2.2353
O 1.0383 5.9182 3.4484
C 0.7368 4.4288 1.6677
C 1.0660 3.3469 2.4753
C 1.0017 2.0657 1.9764
N 0.6099 1.8362 0.7096
C 0.3052 2.8839 -0.0932
C 0.3561 4.1792 0.3493
C -0.1054 2.4883 -1.4788
O -0.4581 3.2607 -2.3161
O -0.0859 1.1550 -1.6492
H 1.3708 3.5362 3.4963
H 1.2537 1.2007 2.5716
H 0.0968 4.9963 -0.3111
*
```

=====

Entry 2:
DFT (the ωB97M-V functional and the def2-TZVPD basis) results for C20H12BrCl3IN2OV as an isolated structure.

For the total energy, the calculation gives -167364.56740 eV. The energy relative to the best compared isomer or geometry (same formula, charge and spin) is 0.0 kcal per mole. As for the HOMO-LUMO gap (alpha / beta): 5.1 / 5.5 eV. The expectation value of S² is 0.959.

ORCA input file:
```
! RIJCOSX wB97M-V def2-TZVPD def2/J DEFGRID3
* xyz -1 2
V -0.2048 0.9417 -0.3579
Cl 4.7470 0.4598 0.1205
C 3.5570 0.5285 1.3766
C 3.9997 0.5502 2.7142
C 3.1090 0.6057 3.7438
Cl 3.6833 0.6243 5.3882
C 1.7137 0.6547 3.4935
C 0.7013 0.7165 4.4777
C -0.6077 0.7809 4.0872
C -0.9205 0.8130 2.7149
N -0.0008 0.7533 1.7837
C 1.2984 0.6343 2.1545
C 2.2137 0.5451 1.0538
O 1.7168 0.5543 -0.1473
H 5.0631 0.5232 2.9045
H 0.9728 0.7148 5.5242
H -1.4097 0.8256 4.8101
H -1.9447 0.9157 2.3780
Br -3.8877 -4.7499 -0.3490
C -2.8498 -3.1529 -0.3382
C -1.4754 -3.2341 -0.2001
C -0.7331 -2.0607 -0.1839
C -1.3184 -0.7981 -0.3101
C -2.7097 -0.7721 -0.4543
C -3.4794 -1.9276 -0.4673
H -0.9920 -4.1976 -0.1048
H 0.3446 -2.1454 -0.0709
H -3.2245 0.1787 -0.5650
H -4.5545 -1.8777 -0.5810
Cl -2.3660 2.0669 -5.5254
C -1.0641 1.3648 -4.5806
C -0.0583 0.6522 -5.2433
C 0.9576 0.1471 -4.3982
C 0.9163 0.3425 -3.0501
N -0.0964 1.0308 -2.4103
C -1.0798 1.5501 -3.2308
H -0.0692 0.5114 -6.3118
H 1.7932 -0.4053 -4.8088
H 1.7005 -0.0328 -2.4076
H -1.8571 2.1226 -2.7454
I -1.5844 3.2454 0.1167
*
```

=====

Entry 3:
DFT (the ωB97M-V functional and the def2-TZVPD basis) results for C20H12Cl3N4Pd as an isolated structure.

For the total energy, the calculation gives -67912.35600 eV. The energy relative to the best compared isomer or geometry (same formula, charge and spin) is 24.8 kcal per mole. As for the HOMO-LUMO gap (alpha / beta): 5.4 / 5.4 eV.

ORCA input file:
```
! RIJCOSX wB97M-V def2-TZVPD def2/J DEFGRID3
* xyz 3 1
Pd 0.4734 1.3347 0.2681
C 4.0704 -0.5434 -1.4796
C 3.2412 0.3240 -0.7632
N 1.9600 0.0477 -0.5309
C 1.4242 -1.0916 -0.9977
C 2.1700 -1.9888 -1.7574
C 3.5342 -1.6989 -1.9889
C 1.5122 -3.1310 -2.2874
C 0.1428 -3.3453 -2.0913
C -0.5818 -2.4959 -1.2906
C 0.0564 -1.3986 -0.6533
N -0.4700 -0.5749 0.2695
C -1.4461 -0.7477 1.1669
C -2.2074 -1.9412 1.3811
C -3.1920 -1.9783 2.3316
C -3.4344 -0.8604 3.1412
C -2.6556 0.3188 3.0332
C -2.8046 1.4146 3.9088
C -1.9628 2.4919 3.7845
C -0.9966 2.4692 2.7815
N -0.8601 1.4417 1.9302
C -1.6716 0.3789 2.0493
H 5.1090 -0.2844 -1.6338
H 3.6201 1.2586 -0.3737
H 4.1425 -2.3866 -2.5648
H 2.0853 -3.8301 -2.8898
H -0.3499 -4.1789 -2.5740
H -1.6466 -2.6422 -1.1891
H -1.9996 -2.8344 0.8149
H -3.7701 -2.8823 2.4717
H -4.2133 -0.9050 3.8964
H -3.5650 1.3912 4.6810
H -2.0350 3.3469 4.4423
H -0.3156 3.2982 2.6587
Cl 2.7407 4.6555 -3.6075
C 1.1608 3.9326 -3.6880
Cl -0.1027 5.1160 -3.7677
Cl 1.0463 2.7642 -5.0004
C 0.9717 3.1641 -2.4289
N 0.8196 2.5911 -1.4530
*
```

=====

Entry 4:
DFT (the ωB97M-V functional and the def2-TZVPD basis) results for C20H12F17FeNO3Te as an isolated structure.

For the total energy, the calculation gives -116449.64595 eV. As for the HOMO-LUMO gap (alpha / beta): 5.5 / 6.7 eV. The expectation value of S² is 8.905.

ORCA input file:
```
! RIJCOSX wB97M-V def2-TZVPD def2/J DEFGRID3
* xyz -1 6
Fe -0.3598 -0.6092 0.5777
C 0.9612 -4.7461 -4.3510
C 1.1230 -3.5551 -3.4513
C 2.2642 -3.3762 -2.6819
C 2.3862 -2.2877 -1.8491
C 1.3593 -1.3320 -1.7421
N 1.4076 -0.3016 -0.8484
C 2.5002 0.3903 -0.5041
C 3.7106 0.2937 -1.2432
C 4.8681 0.8856 -0.8064
C 4.8813 1.6418 0.3645
C 6.1447 2.2484 0.8986
C 3.6679 1.8655 1.0155
C 2.4816 1.2997 0.5976
C 1.1870 1.7608 1.2797
O 0.0333 1.1333 0.9299
C 1.3357 1.7537 2.8649
F 2.2971 0.9326 3.3017
F 1.6459 2.9879 3.3542
F 0.1938 1.3924 3.4373
C 0.9416 3.2289 0.7975
F 1.9638 4.0777 1.0465
F -0.1544 3.7454 1.3697
F 0.7556 3.2277 -0.5302
C 0.1739 -1.5368 -2.4940
C 0.0921 -2.6221 -3.3412
C -0.9590 -0.5064 -2.3660
O -1.2126 -0.0760 -1.1021
C -2.3195 -1.0641 -2.8948
F -2.3679 -1.2341 -4.2403
F -3.3235 -0.2349 -2.5800
F -2.5955 -2.2528 -2.3351
C -0.5765 0.7214 -3.2649
F -1.5734 1.6140 -3.3577
F -0.2617 0.3397 -4.5267
F 0.4931 1.3703 -2.7832
H 1.9076 -5.2688 -4.4814
H 0.5820 -4.4451 -5.3286
H 0.2419 -5.4436 -3.9159
H 3.0533 -4.1176 -2.7098
H 3.2276 -2.2107 -1.1768
H 3.7032 -0.2559 -2.1730
H 5.7815 0.7646 -1.3770
H 7.0080 1.9311 0.3159
H 6.2943 1.9506 1.9376
H 6.0873 3.3388 0.8733
H 3.6757 2.5246 1.8728
H -0.7870 -2.7791 -3.9478
F 2.0177 -3.7241 2.9671
Te 0.4653 -3.0828 1.8054
F 1.9037 -3.3893 0.5603
F 0.0606 -4.8905 1.1112
F 1.5021 -1.2772 1.7356
F -1.0532 -0.9855 2.2419
O -0.3800 -2.3142 0.2183
*
```

=====

Entry 5:
DFT (the ωB97M-V functional and the def2-TZVPD basis) results for C20H12N2O4RuS as an isolated structure.

For the total energy, the calculation gives -45517.86717 eV. As for the HOMO-LUMO gap (alpha / beta): 7.1 / 6.8 eV. The expectation value of S² is 0.759.

ORCA input file:
```
! RIJCOSX wB97M-V def2-TZVPD def2/J DEFGRID3
* xyz 1 2
Ru 0.0372 0.0448 -0.2866
O 0.2067 3.5210 2.0383
C 0.0956 2.3411 1.4864
O -0.0697 2.1657 0.2764
C 0.1253 1.1804 2.4191
C 0.2104 1.1647 3.7984
C 0.1708 -0.0822 4.4257
C 0.0219 -1.2486 3.6839
C -0.0626 -1.1439 2.3038
N 0.0097 0.0454 1.7294
C -0.2830 -2.2634 1.2923
O -0.3581 -3.4108 1.6068
O -0.4927 -1.7846 0.0591
H 0.1631 4.2150 1.3582
H 0.2986 2.0813 4.3629
H 0.2471 -0.1344 5.5030
H -0.0318 -2.2253 4.1448
S 1.7776 0.0147 -4.4108
C 0.0553 -0.0578 -4.6493
C -0.6554 -0.1101 -5.8439
C -2.0326 -0.1715 -5.7688
C -2.6917 -0.1847 -4.5332
C -1.9880 -0.1337 -3.3485
C -0.5986 -0.0652 -3.4151
N 0.2755 -0.0089 -2.3408
C 1.5327 0.0288 -2.7184
C 2.5448 0.0652 -1.6656
C 3.9120 0.0929 -1.8993
C 4.7877 0.0852 -0.8238
C 4.2921 0.0460 0.4704
C 2.9195 0.0256 0.7071
C 2.0260 0.0430 -0.3550
H -0.1482 -0.1055 -6.7986
H -2.6127 -0.2155 -6.6799
H -3.7711 -0.2414 -4.5101
H -2.4957 -0.1606 -2.3927
H 4.2971 0.1133 -2.9114
H 5.8545 0.1006 -0.9970
H 4.9788 0.0267 1.3062
H 2.5706 -0.0164 1.7311
*
```

=====

Entry 6:
DFT (the ωB97M-V functional and the def2-TZVPD basis) results for C20H13Cl3N2O4RuS3 as an isolated structure.

For the total energy, the calculation gives -104774.12156 eV. The energy relative to the best compared isomer or geometry (same formula, charge and spin) is 0.0 kcal per mole. As for the HOMO-LUMO gap (alpha / beta): 6.6 / 6.0 eV. The expectation value of S² is 6.033.

ORCA input file:
```
! RIJCOSX wB97M-V def2-TZVPD def2/J DEFGRID3
* xyz 0 5
Ru -1.5643 0.4195 -0.4029
C -2.0783 2.4467 -2.7655
O -1.1527 1.5512 -2.1199
C 0.2127 1.7515 -2.2876
C 0.7323 2.5862 -3.2578
C 2.1127 2.7167 -3.3593
C 2.9513 2.0260 -2.4988
C 2.4206 1.1919 -1.5269
C 1.0493 1.0528 -1.4167
N 0.4071 0.2201 -0.4407
N 1.1710 -0.4886 0.2711
C 0.6736 -1.3099 1.2192
C -0.6701 -1.3406 1.6717
O -1.6342 -0.5648 1.2736
C -1.0308 -2.2650 2.7038
C -0.1166 -3.1011 3.2388
C 1.2540 -3.0967 2.8256
C 2.1849 -3.9710 3.4120
C 3.4973 -3.9591 3.0136
C 3.9025 -3.0655 2.0126
C 3.0054 -2.2050 1.4279
C 1.6580 -2.2010 1.8243
H -1.9736 2.3504 -3.8448
H -1.8862 3.4661 -2.4292
H -3.0642 2.1114 -2.4559
H 0.0835 3.1339 -3.9226
H 2.5254 3.3707 -4.1140
H 4.0227 2.1374 -2.5783
H 3.0578 0.6550 -0.8407
H -2.0652 -2.2620 3.0146
H -0.4169 -3.8021 4.0083
H 1.8484 -4.6527 4.1823
H 4.2132 -4.6323 3.4639
H 4.9357 -3.0521 1.6928
H 3.3324 -1.5255 0.6554
S -2.8955 -3.8374 -0.7465
C -2.4680 -2.3340 -1.3408
S -3.5049 -0.9915 -1.3293
S -0.8751 -2.2656 -1.8496
Cl -5.1697 3.8337 -0.4167
C -3.7453 3.8524 0.6295
Cl -2.8745 5.3718 0.4033
Cl -4.2299 3.6843 2.3253
C -2.8320 2.6486 0.3061
O -1.6025 2.7811 0.3506
O -3.4012 1.5642 0.0181
*
```